w.
The following is a quantum chemistry calculation of a cluster of 2 separate species, C7H12N in total, from the Open Molecules 2025 dataset.

Results
lowest unoccupied orbital energy	-6.01	eV
HOMO-LUMO gap	7.8	eV
charge	+1
HOMO level	-13.76	eV
2S+1	1

Each line ends with the natural charge from an NBO analysis.
Cartesian coordinates (Å):
N1 -0.48929 -2.97576 0.99340  -1.125
C1 -0.30796 0.37192 0.71663  0.073
C2 -0.41780 1.28527 1.77139  -0.127
C3 -0.58838 -0.08078 -1.63542  -0.319
C4 0.86212 2.00747 -0.89578  -0.628
C5 0.70931 -0.67361 -1.21637  -0.298
C6 0.18673 0.71276 -0.47890  -0.082
C7 -0.57753 2.24590 2.49628  0.049
H1 1.04620 2.57511 0.05884  0.251
H2 -0.14051 -3.51479 0.26784  0.372
H3 -1.22874 -3.50634 1.51365  0.400
H4 -1.48570 -0.69694 -1.31050  0.268
H5 -0.53106 0.47879 -2.55570  0.266
H6 0.24582 -2.56770 1.59908  0.373
H7 -0.83325 2.78569 3.31822  0.248
H8 1.67672 1.80739 -1.53768  0.246
H9 0.23982 2.68718 -1.45806  0.248
H10 1.57629 -0.70565 -1.87323  0.262
H11 -0.62718 -0.62862 0.93566  0.282
H12 0.68440 -1.60729 -0.70934  0.241



x.
The following is a quantum chemistry calculation of the ion C7H12N with charge +1, from the Open Molecules 2025 dataset.

Results
lowest unoccupied orbital energy	-5.10	eV
SMILES	CC[C@H]1C2=[N+](C)[C@@]21C
HOMO-LUMO gap	9.3	eV
charge	+1
HOMO level	-14.40	eV
2S+1	1

Each line ends with the natural charge from an NBO analysis.
Cartesian coordinates (Å):
N1 1.80215 -0.61954 0.28866  -0.316
C1 -2.73885 -0.20697 0.24498  -0.644
C2 0.63423 0.21802 0.11583  0.438
C3 -1.61882 -0.84093 -0.47955  -0.421
C4 3.20392 -0.35920 0.26227  -0.447
C5 -0.28882 -0.90238 0.30961  -0.318
C6 1.03216 -1.55443 -0.13911  0.324
C7 0.70261 1.36376 -0.84544  -0.716
H1 -1.44445 -0.31544 -1.46706  0.224
H2 3.62722 -0.93162 -0.59852  0.265
H3 -1.73424 -1.90924 -0.71923  0.252
H4 3.26872 0.73074 -0.00980  0.233
H5 3.80266 -0.49760 1.22283  0.279
H6 0.97645 2.22354 -0.15035  0.289
H7 -3.61964 -0.64079 -0.08976  0.246
H8 1.43543 1.28493 -1.58502  0.262
H9 -2.92102 -0.51732 1.33498  0.233
H10 -0.42260 -0.99028 1.43799  0.311
H11 -0.32256 1.58584 -1.29256  0.276
H12 -2.85517 0.97561 0.15357  0.229



What should be chosen as the most stable of them? Choose w.



w.
The following is a quantum chemistry calculation of the ion C4H10NS with charge -1, from the Open Molecules 2025 dataset.

Results
lowest unoccupied orbital energy	3.72	eV
SMILES	CCNCC[S-]
HOMO-LUMO gap	6.0	eV
charge	-1
HOMO level	-2.26	eV
2S+1	1

Each line ends with the natural charge from an NBO analysis.
Cartesian coordinates (Å):
S1 -1.74838 1.84782 -2.46864  -0.746
N1 0.15906 0.25523 0.75227  -0.641
C1 -0.27052 1.31209 -0.16887  -0.250
C2 -1.69569 1.21128 -0.72281  -0.540
C3 0.51197 -0.98262 0.03711  -0.232
C4 1.65022 -1.68089 0.77086  -0.611
H1 -2.43357 1.75783 -0.13538  0.176
H2 1.90595 -2.66314 0.37697  0.191
H3 -0.61095 0.03310 1.38053  0.341
H4 2.51188 -1.00935 0.76699  0.205
H5 -0.28929 2.25720 0.40072  0.173
H6 1.44060 -1.73107 1.84477  0.194
H7 0.84809 -0.70352 -0.96520  0.197
H8 0.43597 1.52303 -0.96396  0.211
H9 -0.36317 -1.59726 -0.18977  0.169
H10 -2.05218 0.17027 -0.71559  0.164



x.
The following is a quantum chemistry calculation of a cluster of 2 separate species, C4H10NS in total, from the Open Molecules 2025 dataset.

Results
lowest unoccupied orbital energy	4.24	eV
HOMO-LUMO gap	6.5	eV
charge	-1
HOMO level	-2.28	eV
2S+1	1

Each line ends with the natural charge from an NBO analysis.
Cartesian coordinates (Å):
S1 -0.32995 1.06224 1.14505  -0.722
N1 -0.49682 -1.50975 -1.78529  -0.420
C1 0.71207 -1.07591 -1.09571  -0.267
C2 1.13687 0.31050 -1.58247  -0.608
C3 0.48519 1.14815 2.74767  -0.738
C4 -1.58083 -1.38946 -1.14398  -0.088
H1 -1.62013 -0.97222 -0.13336  0.197
H2 1.57455 1.22343 2.64465  0.165
H3 1.92384 0.70351 -0.94104  0.218
H4 1.50600 0.24325 -2.61038  0.173
H5 -2.50042 -1.68958 -1.65139  0.139
H6 0.16607 2.06028 3.26742  0.171
H7 0.27400 0.30797 3.42302  0.165
H8 0.29512 0.99592 -1.50546  0.231
H9 0.64165 -1.08554 -0.00886  0.224
H10 1.48130 -1.79569 -1.41322  0.160



What should be chosen as the most stable of them? Choose w.